18
Properties=species:S:1:pos:R:3:nbo_charge:R:1 method="wB97M-V/def2-TZVPD" charge=0 largest_force_ev_per_a=4.8 gap_ev=9.869 total_energy_ev=-21569.20175 homo_ev=-10.610
C -3.3421 0.0366 0.3772 -0.06
C 1.6235 0.9229 1.1399 -1.01
C -0.1774 -1.6660 0.9074 -1.01
C 1.4018 -0.4551 -1.6601 -1.04
N -4.3742 -0.2354 0.8290 -0.46
Si -1.4307 1.2481 -0.6075 0.71
Si 0.3371 -0.0041 -0.0456 1.05
H 1.1722 1.3067 2.0224 0.24
H 2.3225 0.1965 1.3685 0.23
H 2.0545 1.8180 0.4924 0.23
H -0.9345 -1.2188 1.5549 0.24
H -0.4949 -2.3938 0.1850 0.24
H 0.5876 -2.1849 1.3685 0.23
H 2.3911 -0.8413 -1.4465 0.24
H 1.0082 -1.0626 -2.4521 0.24
H 1.5736 0.6029 -2.0390 0.22
H -1.8236 2.5060 -0.1090 -0.14
H -1.8948 1.4243 -1.8854 -0.16



18
Properties=species:S:1:pos:R:3:nbo_charge:R:1 method="wB97M-V/def2-TZVPD" charge=0 largest_force_ev_per_a=5.0 gap_ev=9.860 total_energy_ev=-17709.50506 homo_ev=-9.074
C -0.3177 2.0825 -1.0150 -0.66
C 0.1215 0.5751 -1.2920 -0.06
O -0.7011 -0.0346 -2.2597 -0.71
P -0.2912 -0.4819 0.5221 1.72
C 0.1151 -2.2459 0.0854 -0.97
C 0.7105 -0.0265 2.1290 -0.96
O -1.7268 -0.2489 0.8039 -1.12
H -0.2957 2.0670 0.0912 0.22
H 0.5532 2.7280 -1.4236 0.21
H -1.2739 2.4582 -1.4783 0.23
H 1.0802 0.5205 -1.6118 0.17
H -1.6005 0.0422 -1.9017 0.48
H -0.2118 -2.5482 -0.8788 0.26
H 1.2399 -2.2836 0.0375 0.23
H -0.2393 -2.8339 0.8699 0.24
H 1.5252 0.5967 1.7811 0.23
H 0.1792 0.5438 2.8833 0.25
H 1.1332 -0.9104 2.6576 0.24



18
Properties=species:S:1:pos:R:3:mulliken_spin:R:1 method="wB97M-V/def2-TZVPD" s_squared=3.75 charge=+1 largest_force_ev_per_a=2.5 multiplicity=4 gap_ev="7.036 / 8.840" total_energy_ev=-37942.63976 homo_ev="-11.012 / -14.171"
C -1.4563 3.1727 -1.7138 0.02
H -2.5464 3.1183 -1.8303 0.00
H -1.2289 3.4456 -0.6750 -0.02
H -1.0293 3.9325 -2.3826 -0.01
Tm 1.5869 0.8955 -0.4726 3.28
O 0.5949 -0.5604 -1.5492 -0.07
H -1.0345 2.1865 -1.9932 0.00
C 1.1454 -0.8763 2.4559 -0.03
O 0.7700 -0.7016 1.1027 -0.23
C 0.3699 -1.9017 0.4346 0.02
C -0.2123 -1.4913 -0.9132 0.00
H 1.4268 0.1059 2.8526 0.02
H 0.2977 -1.2757 3.0310 0.00
H 1.9992 -1.5661 2.5348 0.00
H -0.3713 -2.4338 1.0515 0.01
H 1.2595 -2.5430 0.3104 0.01
H -1.2315 -1.0895 -0.7361 -0.01
H -0.3398 -2.4175 -1.5075 0.00



18
Properties=species:S:1:pos:R:3:mulliken_charge:R:1 method="wB97M-V/def2-TZVPD" charge=-1 largest_force_ev_per_a=5.7 gap_ev=5.942 total_energy_ev=-10463.56552 homo_ev=-3.583
C -1.4679 -0.9957 1.2156 -0.37
O -2.0527 -0.9342 0.0384 -0.75
C 0.0656 -1.0953 1.2715 -0.06
C 0.7090 0.2676 0.9870 -0.07
C 2.2243 0.5280 0.7417 -1.01
O -1.2241 1.3315 -1.6175 -0.75
H -1.3977 -0.0474 1.9698 0.06
H -1.9241 -1.8090 1.9285 0.25
H 0.7237 -1.9274 1.1388 0.39
H 0.5696 -0.2296 2.0945 0.20
H 0.0376 1.1486 0.7757 0.36
H 2.4665 0.0162 -0.2178 0.28
H 2.5326 1.5938 0.6056 0.31
H 2.7060 -0.1210 1.5511 0.29
H -1.4501 0.5135 -1.1252 0.38
H 1.6311 -0.0150 -2.8264 0.14
H -0.2459 1.0734 -1.8307 0.42
O 1.4223 0.5497 -2.0907 -1.07



19
Properties=species:S:1:pos:R:3:nbo_charge:R:1 method="wB97M-V/def2-TZVPD" charge=0 largest_force_ev_per_a=3.8 gap_ev=9.500 total_energy_ev=-19754.88139 homo_ev=-8.918
C 1.5985 1.8556 0.1425 -0.61
C 0.5301 1.0059 -0.5161 -0.44
C 0.3884 -0.2794 0.2271 0.08
O 1.3817 -1.2223 -0.0668 -0.70
C -1.2546 -1.0302 -0.0987 0.29
O -2.2026 -0.8395 0.8989 -0.73
O -1.7422 -0.3452 -1.2780 -0.76
P -1.0566 -2.8886 -0.3633 0.15
H 2.1131 2.6012 -0.4016 0.22
H 2.4559 1.2168 0.3954 0.21
H 1.2635 2.2372 1.0243 0.20
H -0.5976 1.5108 -0.4438 0.22
H 0.7575 0.9087 -1.6050 0.21
H 0.3180 0.0789 1.3086 0.19
H 1.0112 -1.5575 -0.8490 0.46
H -3.0325 -0.6132 0.4616 0.49
H -1.5173 -0.8742 -2.1001 0.49
H -0.0974 -3.1069 0.7296 0.03
H -2.2559 -3.1568 0.3253 0.01



17
Properties=species:S:1:pos:R:3:nbo_charge:R:1 method="wB97M-V/def2-TZVPD" charge=0 largest_force_ev_per_a=2.9 gap_ev="8.505 / 8.502" total_energy_ev=-15657.97593 homo_ev="-8.685 / -8.681"
C -3.2131 0.5546 -0.6420 -0.32
C 0.6333 1.5816 1.1844 -0.62
C 0.1902 -2.2147 -0.1389 -0.99
C 0.7736 0.0955 0.9975 -0.77
O 0.5450 -0.0945 -1.6751 -1.00
P -0.3612 -0.5359 -0.2821 1.20
H -3.5825 -0.3686 -0.1081 0.09
H -3.1002 0.2927 -1.7034 0.08
H -0.2694 1.9177 1.7772 0.22
H 1.4106 2.1523 1.6432 0.22
H 0.5979 2.0842 0.1635 0.20
H 0.7134 -2.5560 -0.9805 0.26
H 0.7844 -2.3221 0.7925 0.24
H -0.6297 -2.8355 -0.1234 0.23
H 0.5436 -0.3306 1.9993 0.23
H 1.8286 -0.2425 0.8653 0.24
H 0.2767 0.5238 -2.3192 0.50



17
Properties=species:S:1:pos:R:3:nbo_charge:R:1 method="wB97M-V/def2-TZVPD" charge=-1 largest_force_ev_per_a=0.7 gap_ev=6.204 total_energy_ev=-17208.63934 homo_ev=-2.688
C -1.7008 -2.1604 -0.2647 -0.19
O -0.8938 -1.1955 0.2497 -1.01
H -1.8157 -3.0448 0.4055 0.08
H -2.7298 -1.8158 -0.4613 0.08
H -1.3401 -2.5625 -1.2352 0.08
C 0.4424 1.2391 -1.3912 -0.64
C 0.1223 1.8103 -0.0109 -0.53
S 1.5119 1.7017 1.1466 0.09
C 1.4418 -0.0764 1.5298 -0.78
H -0.2890 1.5664 -2.1342 0.19
H 0.3937 0.1547 -1.3231 0.26
H 1.4428 1.5354 -1.7057 0.18
H -0.6980 1.2494 0.4429 0.26
H -0.1477 2.8667 -0.0451 0.19
H 1.4927 -0.1997 2.6078 0.19
H 0.4964 -0.4786 1.1440 0.33
H 2.2709 -0.5903 1.0451 0.19



17
Properties=species:S:1:pos:R:3:nbo_charge:R:1 method="wB97M-V/def2-TZVPD" charge=-1 largest_force_ev_per_a=3.4 gap_ev=6.604 total_energy_ev=-17209.15400 homo_ev=-2.630
C 1.1343 0.3457 -1.4536 -0.61
C 2.2514 0.9548 -0.5020 -0.53
S 1.4302 1.6696 0.9052 -0.65
H 0.6292 1.1402 -1.9612 0.20
H 1.5680 -0.3313 -2.2318 0.16
H 0.4370 -0.2348 -0.8745 0.20
H 2.6775 1.8323 -1.0734 0.17
H 3.0114 0.2980 -0.1702 0.18
H -0.4979 1.4084 1.0584 0.48
C -1.1525 -0.4870 1.2880 -0.08
O -1.3377 0.9008 0.9230 -0.82
C -1.9950 -1.3025 0.3157 -0.63
H -0.0765 -0.7215 1.1420 0.19
H -1.5042 -0.6379 2.4186 0.14
H -1.5940 -2.3360 0.2814 0.18
H -3.0582 -1.3817 0.7006 0.19
H -1.9229 -1.1170 -0.7663 0.22